Entry 1:
ORCA calculation (wB97M-V/def2-TZVPD) on a 8-piece molecular cluster, C56H122N10O8 overall in a non-equilibrium geometry.

```
! RIJCOSX wB97M-V def2-TZVPD def2/J DEFGRID3
* xyz 0 1
C -1.46 8.43 19.59
O -0.73 8.92 18.81
N -0.95 7.96 20.69
N -2.71 8.53 19.68
H 0.04 8.16 20.81
H -1.46 7.75 21.53
H -3.14 9.08 18.95
H -3.13 7.63 19.91
C 4.20 12.27 15.10
O 4.76 11.60 14.26
N 3.92 13.47 14.93
N 3.48 11.85 16.02
H 4.64 13.72 14.26
H 3.49 13.99 15.68
H 3.59 10.85 16.12
H 3.01 12.50 16.63
C -4.06 21.16 26.55
C -4.13 22.76 26.45
C -2.79 23.31 26.00
C -2.49 23.24 24.43
C -3.58 23.96 23.67
C -4.91 23.30 23.94
N -5.14 23.11 25.42
O -6.39 22.62 25.82
C -6.00 24.33 23.41
C -4.93 21.97 23.12
C -4.48 23.40 27.78
H -3.12 20.76 26.94
H -4.35 20.70 25.61
H -4.81 20.81 27.26
H -2.79 24.40 26.13
H -1.96 22.97 26.63
H -2.34 22.20 24.12
H -1.55 23.74 24.21
H -3.30 23.74 22.64
H -3.56 25.02 23.93
H -5.82 24.69 22.39
H -7.04 23.99 23.34
H -5.97 25.32 23.85
H -5.94 21.60 22.93
H -4.61 22.09 22.08
H -4.58 21.02 23.51
H -3.64 23.38 28.48
H -5.21 22.75 28.28
H -4.92 24.40 27.75
H -6.82 23.31 26.33
C -1.88 15.15 19.30
C -1.24 16.11 18.30
C -2.18 17.31 18.18
C -1.53 18.62 17.88
C -0.63 18.89 19.11
C 0.38 17.76 19.44
N 0.08 16.48 18.85
O 0.86 15.29 19.21
C 1.74 18.11 18.69
C 0.38 17.55 21.00
C -1.08 15.40 17.06
H -1.67 15.36 20.35
H -1.73 14.09 19.10
H -2.96 15.23 19.14
H -2.87 17.15 17.34
H -2.90 17.42 18.99
H -2.27 19.41 17.79
H -0.91 18.57 16.98
H -1.10 19.44 19.93
H 0.03 19.68 18.76
H 1.65 18.13 17.60
H 2.17 19.08 18.95
H 2.58 17.45 18.89
H 0.64 18.52 21.44
H -0.67 17.44 21.28
H 0.96 16.73 21.41
H -0.63 14.42 17.20
H -0.71 16.10 16.30
H -2.10 15.10 16.80
H 0.15 14.89 19.72
C 11.16 17.37 15.65
C 10.60 18.40 14.69
C 11.76 19.42 14.33
C 11.32 20.38 13.15
C 10.84 19.57 11.95
C 9.83 18.43 12.19
N 10.20 17.71 13.40
O 9.38 16.52 13.58
C 8.49 19.08 12.27
C 9.78 17.44 10.95
C 9.46 19.09 15.50
H 11.81 17.69 16.47
H 11.84 16.59 15.31
H 10.32 16.80 16.03
H 12.03 20.02 15.20
H 12.68 18.91 14.04
H 12.14 20.99 12.76
H 10.45 20.99 13.38
H 11.75 19.12 11.54
H 10.61 20.17 11.07
H 8.54 20.05 12.74
H 7.90 18.99 11.35
H 7.94 18.46 12.98
H 10.37 16.55 11.15
H 8.73 17.22 10.78
H 9.99 17.95 10.01
H 9.91 19.10 16.49
H 8.54 18.50 15.47
H 9.31 20.08 15.05
H 9.96 15.78 13.38
C -10.96 12.85 17.92
C -10.63 11.79 19.03
C -10.42 12.67 20.29
C -10.53 11.77 21.55
C -11.99 11.33 21.79
C -12.59 10.78 20.39
N -11.67 10.75 19.24
O -12.09 10.13 18.10
C -13.22 9.41 20.64
C -13.78 11.68 20.14
C -9.32 11.19 18.66
H -11.55 12.43 17.11
H -11.61 13.66 18.25
H -10.09 13.36 17.51
H -9.39 13.02 20.22
H -11.06 13.55 20.33
H -9.83 10.93 21.61
H -10.17 12.18 22.50
H -12.62 12.03 22.34
H -11.91 10.52 22.52
H -12.28 8.86 20.63
H -13.73 8.86 19.85
H -13.91 9.30 21.48
H -14.26 11.52 19.17
H -13.52 12.70 19.84
H -14.47 11.76 20.98
H -9.31 10.60 17.74
H -8.37 11.71 18.77
H -9.17 10.39 19.38
H -11.60 9.31 17.93
C -3.73 11.46 25.83
C -3.65 12.30 27.17
C -3.52 11.25 28.38
C -2.11 10.51 28.44
C -1.01 11.54 28.61
C -1.02 12.68 27.39
N -2.43 13.17 27.14
O -2.51 14.32 26.28
C -0.23 13.90 27.90
C -0.49 11.99 26.07
C -4.79 13.18 27.53
H -3.57 12.14 24.99
H -4.68 10.95 25.68
H -3.10 10.58 25.70
H -3.79 11.74 29.31
H -4.21 10.46 28.12
H -1.94 9.91 27.55
H -2.02 9.87 29.32
H -0.05 11.06 28.44
H -1.03 12.16 29.51
H -0.42 14.76 27.26
H -0.39 14.10 28.96
H 0.83 13.64 27.87
H -0.92 11.05 25.73
H -0.50 12.69 25.23
H 0.58 11.83 26.16
H -5.70 12.63 27.76
H -5.19 13.84 26.75
H -4.73 13.75 28.46
H -2.50 15.09 26.85
C -1.78 13.75 5.06
C -2.49 13.24 6.36
C -3.17 11.76 6.18
C -2.09 10.74 6.45
C -1.44 10.84 7.86
C -0.77 12.24 8.11
N -1.62 13.33 7.54
O -1.36 14.62 8.01
C -0.69 12.28 9.67
C 0.56 12.26 7.44
C -3.71 14.21 6.53
H -1.72 14.83 5.21
H -2.43 13.55 4.22
H -0.80 13.28 4.94
H -4.00 11.43 6.81
H -3.40 11.69 5.12
H -1.32 10.70 5.68
H -2.58 9.77 6.45
H -0.78 10.01 8.13
H -2.35 10.77 8.45
H -1.50 11.83 10.24
H 0.21 11.79 10.03
H -0.64 13.37 9.77
H 0.97 13.25 7.60
H 1.34 11.64 7.89
H 0.49 11.97 6.39
H -4.22 14.06 7.48
H -4.37 13.96 5.69
H -3.43 15.26 6.57
H -0.65 14.95 7.46
*
```

Output
highest occupied orbital energy: -0.283 Eh
total energy: -3355.75392 Eh
structure (SMILES): CC1(C)CCCC(C)(C)N1O.CC1(C)CCCC(C)(C)N1O.CC1(C)CCCC(C)(C)N1O.CC1(C)CCCC(C)(C)N1O.CC1(C)CCCC(C)(C)N1O.CC1(C)CCCC(C)(C)N1O.NC(N)=O.NC(N)=O
orbital gap: 7.825 eV
relative energy (zero: lowest compared OMol25 entry of this formula, charge and spin): 299.2 kcal/mol

Atomic partial charges in e from the Mulliken method, atoms 1 to 99:
1. C 0.579
2. O -0.611
3. N -0.420
4. N -0.434
5. H 0.225
6. H 0.201
7. H 0.226
8. H 0.233
9. C 0.676
10. O -0.708
11. N -0.376
12. N -0.355
13. H 0.248
14. H 0.177
15. H 0.206
16. H 0.135
17. C -1.424
18. C 1.589
19. C -1.297
20. C -0.849
21. C -0.993
22. C 1.369
23. N 0.367
24. O -0.520
25. C -1.800
26. C -1.735
27. C -1.898
28. H 0.321
29. H 0.240
30. H 0.364
31. H 0.361
32. H 0.559
33. H 0.352
34. H 0.423
35. H 0.408
36. H 0.314
37. H 0.434
38. H 0.354
39. H 0.426
40. H 0.419
41. H 0.413
42. H 0.259
43. H 0.388
44. H 0.457
45. H 0.361
46. H 0.339
47. C -2.267
48. C 1.726
49. C -1.185
50. C -0.796
51. C -1.126
52. C 1.333
53. N 0.387
54. O -0.465
55. C -1.759
56. C -1.855
57. C -1.970
58. H 0.466
59. H 0.484
60. H 0.522
61. H 0.458
62. H 0.489
63. H 0.411
64. H 0.312
65. H 0.449
66. H 0.401
67. H 0.347
68. H 0.458
69. H 0.396
70. H 0.443
71. H 0.443
72. H 0.310
73. H 0.364
74. H 0.348
75. H 0.471
76. H 0.405
77. C -2.003
78. C 1.385
79. C -1.126
80. C -0.662
81. C -1.397
82. C 1.769
83. N 0.165
84. O -0.433
85. C -1.786
86. C -1.746
87. C -1.595
88. H 0.406
89. H 0.427
90. H 0.434
91. H 0.388
92. H 0.431
93. H 0.410
94. H 0.278
95. H 0.501
96. H 0.391
97. H 0.317
98. H 0.443
99. H 0.377

***

Entry 2:
ORCA calculation (wB97M-V/def2-TZVPD) on an isolated ion of composition C8H13N2 and charge +1 in a non-equilibrium geometry.

```
! RIJCOSX wB97M-V def2-TZVPD def2/J DEFGRID3
* xyz 1 1
C 0.84 1.62 0.19
C -0.25 0.68 -0.28
C 2.23 0.85 -0.08
C 0.96 0.77 -1.04
C 3.35 0.16 0.72
C -2.78 0.84 0.63
C -0.41 -1.82 0.03
C -1.68 0.35 -0.16
N -0.68 -0.43 0.56
N 3.87 -0.90 0.20
H 0.63 2.68 0.49
H 2.92 1.64 -0.50
H 1.06 1.09 -2.12
H -3.36 1.61 0.12
H -2.39 1.35 1.63
H -3.49 0.07 1.01
H 0.53 -2.31 0.43
H -1.18 -2.47 0.39
H -0.53 -1.68 -1.03
H -2.18 -0.24 -1.05
H -0.49 -0.23 1.48
H 4.81 -1.08 0.65
H 3.49 -1.53 -0.55
*
```

Output
highest occupied orbital energy: -0.427 Eh
total energy: -421.62728 Eh
orbital gap: 9.120 eV
relative energy (zero: lowest compared OMol25 entry of this formula, charge and spin): 194.3 kcal/mol

The Mulliken scheme yields these atomic charges, measured in e:
1. C -0.767
2. C 0.894
3. C 0.210
4. C -0.633
5. C -0.765
6. C -1.522
7. C -0.745
8. C 0.464
9. N -0.031
10. N -0.187
11. H 0.296
12. H 0.312
13. H 0.281
14. H 0.389
15. H 0.309
16. H 0.366
17. H 0.259
18. H 0.360
19. H 0.333
20. H 0.312
21. H 0.313
22. H 0.324
23. H 0.231

***

Entry 3:
ORCA calculation (wB97M-V/def2-TZVPD) on a 11-piece molecular cluster, C41H51BrN2O30 overall in a non-equilibrium geometry.

```
! RIJCOSX wB97M-V def2-TZVPD def2/J DEFGRID3
* xyz 0 1
C -0.34 -4.32 4.49
C -0.80 -4.61 3.05
C -0.75 -3.41 2.11
Br -2.17 -2.18 2.63
C 0.62 -2.75 2.16
C 0.79 -1.33 2.18
N 1.95 -0.74 2.21
C 3.03 -1.58 2.21
C 4.34 -1.03 2.23
C 5.44 -1.85 2.19
C 5.28 -3.26 2.13
C 4.02 -3.80 2.13
C 2.88 -2.98 2.16
N 1.64 -3.55 2.13
H -0.68 -5.13 5.14
H 0.74 -4.33 4.54
H -0.70 -3.36 4.85
H -0.17 -5.40 2.66
H -1.82 -5.00 3.10
H -0.89 -3.75 1.09
H -0.08 -0.70 2.15
H 4.46 0.04 2.29
H 6.42 -1.41 2.18
H 6.13 -3.93 2.07
H 3.88 -4.87 2.09
C 7.45 -8.48 2.94
C 7.82 -7.02 2.72
O 6.54 -6.41 2.54
C 5.60 -7.20 3.14
O 4.47 -6.88 3.29
O 6.14 -8.38 3.51
H 8.12 -9.00 3.61
H 7.37 -9.03 2.00
H 8.30 -6.58 3.59
H 8.44 -6.87 1.85
C 1.57 2.82 -0.16
C 2.78 1.98 0.17
O 3.73 2.41 -0.81
C 3.39 3.66 -1.22
O 4.06 4.35 -1.91
O 2.17 3.99 -0.74
H 0.98 3.09 0.71
H 0.93 2.35 -0.91
H 3.19 2.18 1.16
H 2.57 0.91 0.07
C -0.18 4.91 -2.35
C -1.08 5.90 -3.06
O -2.26 5.10 -3.31
C -2.29 4.10 -2.42
O -3.21 3.36 -2.26
O -1.13 4.03 -1.73
H 0.47 5.36 -1.62
H 0.42 4.32 -3.05
H -1.34 6.75 -2.42
H -0.67 6.28 -3.99
C 4.43 -1.83 -2.32
C 4.81 -0.41 -2.71
O 3.53 0.16 -3.04
C 2.58 -0.54 -2.39
O 1.44 -0.21 -2.31
O 3.09 -1.66 -1.84
H 5.07 -2.25 -1.54
H 4.42 -2.51 -3.18
H 5.24 0.15 -1.88
H 5.48 -0.36 -3.56
C -3.02 10.57 -1.14
C -1.81 11.38 -0.73
O -0.76 10.39 -0.76
C -1.14 9.40 -1.58
O -0.43 8.51 -1.94
O -2.43 9.53 -1.94
H -3.75 11.13 -1.71
H -3.52 10.10 -0.28
H -1.57 12.16 -1.45
H -1.89 11.83 0.25
C 4.96 -6.97 -1.37
C 4.81 -5.58 -1.97
O 6.07 -4.98 -1.64
C 6.98 -5.96 -1.46
O 8.15 -5.79 -1.34
O 6.38 -7.17 -1.44
H 4.44 -7.74 -1.93
H 4.65 -7.01 -0.33
H 4.70 -5.60 -3.05
H 4.00 -5.01 -1.53
C 2.50 11.79 1.15
C 2.80 13.22 0.71
O 1.49 13.73 0.43
C 0.60 13.00 1.13
O -0.56 13.26 1.24
O 1.19 11.92 1.69
H 3.19 11.42 1.90
H 2.47 11.10 0.31
H 3.25 13.81 1.51
H 3.43 13.28 -0.18
C -2.89 0.65 -1.44
C -1.49 0.06 -1.49
O -1.75 -1.33 -1.25
C -3.02 -1.60 -1.60
O -3.48 -2.69 -1.68
O -3.69 -0.46 -1.86
H -3.02 1.50 -2.10
H -3.19 0.94 -0.43
H -1.02 0.16 -2.46
H -0.82 0.46 -0.73
C -6.62 -4.43 -1.31
C -7.25 -3.22 -1.96
O -8.47 -3.76 -2.48
C -8.78 -4.86 -1.78
O -9.82 -5.44 -1.85
O -7.77 -5.22 -0.96
H -6.04 -4.19 -0.42
H -6.00 -5.00 -2.00
H -7.49 -2.44 -1.24
H -6.64 -2.79 -2.75
C -12.56 -5.29 0.69
C -12.31 -4.02 -0.09
O -12.43 -3.01 0.93
C -12.18 -3.59 2.13
O -12.04 -2.99 3.15
O -12.11 -4.93 2.01
H -11.99 -6.14 0.31
H -13.62 -5.55 0.74
H -11.30 -3.98 -0.50
H -13.03 -3.85 -0.88
*
```

Output
highest occupied orbital energy: -0.342 Eh
total energy: -6533.79515 Eh
structure (SMILES): CC[C@@H](Br)c1cnc2ccccc2n1.O=C1OCCO1.O=C1OCCO1.O=C1OCCO1.O=C1OCCO1.O=C1OCCO1.O=C1OCCO1.O=C1OCCO1.O=C1OCCO1.O=C1OCCO1.O=C1OCCO1
orbital gap: 8.964 eV

Atomic partial charges in e from the Mulliken method, atoms 1 to 99:
1. C -1.053
2. C -0.755
3. C -0.005
4. Br -0.135
5. C 0.644
6. C -0.522
7. N -0.468
8. C 0.201
9. C -0.445
10. C -0.788
11. C -0.240
12. C -0.452
13. C 0.125
14. N -0.375
15. H 0.385
16. H 0.221
17. H 0.293
18. H 0.352
19. H 0.484
20. H 0.384
21. H 0.245
22. H 0.430
23. H 0.423
24. H 0.489
25. H 0.556
26. C -0.356
27. C -0.330
28. O -0.173
29. C 0.603
30. O -0.496
31. O -0.377
32. H 0.303
33. H 0.253
34. H 0.260
35. H 0.307
36. C -0.024
37. C 0.291
38. O -0.346
39. C 0.581
40. O -0.572
41. O -0.283
42. H 0.413
43. H 0.076
44. H 0.168
45. H -0.313
46. C -0.322
47. C -0.097
48. O -0.351
49. C 0.601
50. O -0.652
51. O -0.275
52. H 0.363
53. H 0.197
54. H 0.136
55. H 0.348
56. C -0.179
57. C -0.318
58. O -0.294
59. C 0.500
60. O -0.526
61. O -0.205
62. H 0.218
63. H 0.203
64. H 0.213
65. H 0.349
66. C -0.362
67. C -0.347
68. O -0.227
69. C 0.579
70. O -0.565
71. O -0.334
72. H 0.310
73. H 0.262
74. H 0.282
75. H 0.366
76. C -0.223
77. C -0.266
78. O -0.220
79. C 0.620
80. O -0.560
81. O -0.352
82. H 0.327
83. H 0.129
84. H 0.297
85. H 0.262
86. C -0.268
87. C -0.325
88. O -0.332
89. C 0.722
90. O -0.575
91. O -0.308
92. H 0.292
93. H 0.239
94. H 0.264
95. H 0.290
96. C -0.061
97. C 0.356
98. O -0.306
99. C 0.621